1.
{"formula": "C4H5N", "method": "the ωB97M-V functional and the def2-TZVPD basis", "species": ["C", "C", "C", "N", "C", "H", "H", "H", "H", "H"], "xyz": [[-0.6590, -0.0056, -1.0141], [-0.2202, 1.1673, -0.3228], [0.4575, 0.7336, 0.7745], [0.5331, -0.6495, 0.7421], [-0.1860, -1.1032, -0.3533], [-1.0845, -0.1392, -1.9941], [-0.4833, 2.2034, -0.4148], [1.0727, 1.2858, 1.4663], [0.8845, -1.0329, 1.6063], [-0.1078, -2.1581, -0.5477]], "de_lowest_kj_mol": 35.1, "total_charge": 0, "orbital_gap_ha": 0.3501, "smiles": "c1cc[nH]c1"}



2.
{"formula": "C23H34O26S2Ti", "method": "the ωB97M-V functional and the def2-TZVPD basis", "species": ["Ti", "S", "O", "O", "O", "O", "C", "C", "O", "C", "O", "O", "H", "H", "H", "H", "C", "C", "O", "C", "O", "O", "H", "H", "H", "H", "C", "C", "O", "C", "O", "O", "H", "H", "H", "H", "C", "C", "O", "C", "O", "O", "H", "H", "H", "H", "C", "C", "O", "C", "O", "O", "H", "H", "H", "H", "C", "C", "O", "C", "O", "O", "H", "H", "H", "H", "C", "C", "O", "C", "O", "O", "H", "H", "H", "H", "C", "S", "O", "C", "H", "H", "H", "H", "H", "H"], "xyz": [[19.0306, 24.5333, -5.2932], [16.5668, 25.3561, -2.3816], [15.1282, 25.0685, -2.2704], [16.7835, 26.1629, -3.5470], [17.0163, 26.0268, -1.2228], [17.2832, 24.0632, -2.5787], [18.2861, 27.7918, 3.5465], [19.6869, 27.2043, 3.5946], [19.6290, 26.4269, 4.7149], [18.6153, 26.7413, 5.3952], [18.3533, 26.2560, 6.4543], [17.7716, 27.5863, 4.7910], [17.7049, 27.2731, 2.7841], [18.4169, 28.8357, 3.2616], [20.4412, 27.9831, 3.7070], [19.8664, 26.6036, 2.7029], [12.3820, 28.8241, -5.0903], [13.5704, 29.0197, -6.0432], [13.3359, 30.3123, -6.5720], [12.3200, 30.9258, -5.9510], [12.0727, 32.1130, -6.0658], [11.7304, 30.1039, -5.0692], [12.7793, 28.5970, -4.1010], [11.8846, 27.9683, -5.5467], [13.5378, 28.2382, -6.8024], [14.5415, 28.8974, -5.5636], [11.9498, 19.4454, -0.8902], [13.0255, 20.3623, -0.5846], [13.4983, 19.7845, 0.5614], [13.2119, 18.4542, 0.5983], [13.7518, 17.6538, 1.3886], [12.4280, 18.1898, -0.4160], [11.8553, 19.3936, -1.9748], [11.0420, 19.8238, -0.4202], [12.8112, 21.4146, -0.3978], [13.8507, 20.2477, -1.2874], [14.4533, 21.7758, -6.2748], [13.7643, 22.9692, -6.8171], [13.7091, 22.7512, -8.1831], [14.4125, 21.6514, -8.5678], [14.5586, 21.2073, -9.6820], [15.0090, 21.1584, -7.4614], [13.6556, 21.1697, -5.8455], [15.2380, 21.9100, -5.5302], [14.3309, 23.8841, -6.6440], [12.7330, 23.1019, -6.4902], [17.3832, 30.5879, -1.0903], [17.2887, 30.9194, -2.6122], [17.7783, 32.2493, -2.6994], [17.6219, 32.8245, -1.5845], [17.7580, 34.0255, -1.4112], [17.4099, 31.9374, -0.5991], [18.3458, 30.2064, -0.7497], [16.6008, 29.9546, -0.6722], [16.2968, 30.9239, -3.0642], [17.9232, 30.1422, -3.0383], [11.6833, 26.2832, 1.0656], [13.1075, 26.3491, 1.5185], [13.0123, 27.1500, 2.6736], [11.7597, 27.6033, 2.8471], [11.2644, 28.3748, 3.7270], [11.0334, 27.2748, 1.7886], [11.3309, 25.3153, 1.4221], [11.6042, 26.4813, -0.0034], [13.7024, 26.8460, 0.7521], [13.5919, 25.3846, 1.6708], [18.6493, 20.6348, 0.5500], [18.1175, 21.4233, 1.7447], [17.6004, 20.3344, 2.5654], [18.1948, 19.2104, 2.2202], [18.0675, 18.1557, 2.7915], [18.9215, 19.3680, 1.1291], [19.4485, 21.2107, 0.0832], [17.8531, 20.4504, -0.1713], [17.3596, 22.1618, 1.4836], [18.9766, 21.9743, 2.1274], [21.9639, 27.3366, -1.9858], [22.7457, 26.5742, -3.4476], [21.7130, 26.5525, -4.5854], [22.8715, 24.8621, -2.7686], [20.9723, 26.9170, -1.8163], [21.8590, 28.4194, -1.9171], [22.5353, 27.0167, -1.1144], [23.4663, 24.9168, -1.8568], [23.1814, 24.1635, -3.5458], [21.8832, 24.5034, -2.4810]], "total_charge": -1, "orbital_gap_ha": [0.1979, 0.1967], "s2": 3.75, "spin_multiplicity": 4}



3.
{"formula": "C32H25AsAuN2O2S2", "method": "the ωB97M-V functional and the def2-TZVPD basis", "species": ["Au", "S", "C", "C", "C", "C", "C", "C", "C", "C", "C", "N", "H", "H", "H", "H", "H", "H", "O", "N", "C", "C", "C", "C", "C", "S", "H", "H", "H", "H", "O", "As", "C", "C", "C", "C", "C", "C", "C", "C", "C", "C", "C", "C", "C", "C", "C", "C", "C", "C", "H", "H", "H", "H", "H", "H", "H", "H", "H", "H", "H", "H", "H", "H", "H"], "xyz": [[0.2483, 0.3030, 0.2680], [-0.2375, 1.0347, 4.5933], [-1.1890, 2.2048, 3.7909], [-1.1471, 2.0897, 2.4309], [-0.3280, 1.0073, 2.0376], [0.2422, 0.3472, 3.0948], [1.2236, -0.6905, 2.8664], [2.0357, -1.2943, 3.8182], [2.9959, -2.1941, 3.3972], [3.1341, -2.4766, 2.0429], [2.2947, -1.8501, 1.1460], [1.3600, -0.9947, 1.5592], [-1.7359, 2.9290, 4.3721], [-1.6624, 2.7564, 1.7576], [1.9157, -1.0457, 4.8632], [3.6461, -2.6663, 4.1202], [3.8831, -3.1672, 1.6854], [2.3437, -2.0146, 0.0788], [1.1690, -0.5200, -1.4284], [1.7187, 0.3819, -2.2595], [1.8104, -0.0218, -3.5435], [2.4073, 0.7602, -4.4888], [2.9162, 2.0030, -4.1008], [2.8062, 2.3990, -2.7930], [2.2005, 1.5792, -1.8245], [2.0874, 2.0589, -0.1743], [1.3839, -0.9941, -3.7366], [2.4686, 0.4093, -5.5071], [3.3873, 2.6521, -4.8251], [3.1777, 3.3561, -2.4589], [-1.2999, 0.9483, -1.0411], [-2.9450, 0.9822, -0.6731], [-3.4471, 2.8061, -0.4218], [-2.4420, 3.7581, -0.5619], [-2.7542, 5.1012, -0.4095], [-4.0571, 5.4839, -0.1264], [-5.0584, 4.5302, 0.0017], [-4.7580, 3.1858, -0.1484], [-3.3341, -0.0766, 0.8644], [-2.8569, -1.3850, 0.8571], [-3.0515, -2.1865, 1.9690], [-3.7272, -1.6835, 3.0740], [-4.2101, -0.3837, 3.0721], [-4.0089, 0.4303, 1.9663], [-3.8382, 0.2046, -2.1708], [-3.0651, -0.1961, -3.2532], [-3.6859, -0.7830, -4.3467], [-5.0608, -0.9627, -4.3515], [-5.8267, -0.5626, -3.2641], [-5.2165, 0.0205, -2.1660], [-1.4296, 3.4431, -0.7890], [-1.9786, 5.8472, -0.5151], [-4.2973, 6.5318, -0.0112], [-6.0736, 4.8345, 0.2150], [-5.5446, 2.4458, -0.0569], [-2.3402, -1.7745, -0.0138], [-2.6802, -3.2022, 1.9747], [-3.8815, -2.3116, 3.9406], [-4.7349, 0.0012, 3.9357], [-4.3577, 1.4556, 1.9772], [-1.9929, -0.0448, -3.2304], [-3.0948, -1.0993, -5.1952], [-5.5412, -1.4204, -5.2054], [-6.8978, -0.7093, -3.2708], [-5.8142, 0.3162, -1.3114]], "de_lowest_kj_mol": 67.5, "total_charge": 1, "orbital_gap_ha": [0.2552, 0.2553]}



4.
{"formula": "C24H31MnN5Sb", "method": "the ωB97M-V functional and the def2-TZVPD basis", "species": ["Mn", "C", "C", "C", "C", "C", "C", "N", "Sb", "C", "C", "C", "C", "C", "C", "N", "C", "C", "C", "C", "C", "C", "N", "H", "H", "H", "H", "H", "H", "H", "H", "H", "H", "H", "H", "H", "H", "H", "H", "H", "H", "C", "C", "N", "C", "C", "N", "C", "C", "H", "H", "H", "H", "H", "H", "H", "H", "H", "H", "H", "H", "H"], "xyz": [[0.0008, 0.0111, -1.2187], [-1.3830, -2.2583, -0.0253], [-1.4160, -2.4172, -1.5205], [-2.0108, -3.5193, -2.1154], [-2.0332, -3.6092, -3.4929], [-1.4581, -2.5905, -4.2471], [-0.8684, -1.5187, -3.6044], [-0.8568, -1.4463, -2.2559], [0.0234, 0.0378, -4.7688], [1.8072, 0.0193, -3.5763], [3.0321, 0.0556, -4.2139], [4.1997, 0.0574, -3.4549], [4.1064, 0.0082, -2.0788], [2.8536, -0.0422, -1.4869], [2.7115, -0.1412, 0.0066], [1.7327, -0.0275, -2.2264], [-0.8932, 1.5736, -3.5828], [-1.5112, 2.6276, -4.2266], [-2.1194, 3.6288, -3.4730], [-2.0803, 3.5505, -2.0955], [-1.4344, 2.4794, -1.4966], [-1.3529, 2.3719, 0.0009], [-0.8605, 1.5130, -2.2317], [-2.3941, -2.2590, 0.3832], [-0.9086, -1.3179, 0.3081], [-0.8321, -3.0768, 0.4396], [-2.4483, -4.2941, -1.4996], [-2.4951, -4.4591, -3.9785], [-1.4735, -2.6365, -5.3282], [3.0838, 0.0826, -5.2945], [5.1683, 0.0945, -3.9365], [4.9952, 0.0057, -1.4615], [3.1562, -1.0686, 0.3703], [1.6631, -0.1346, 0.3478], [3.2161, 0.6894, 0.5014], [-1.5219, 2.6755, -5.3075], [-2.6139, 4.4595, -3.9599], [-2.5450, 4.3116, -1.4825], [-0.8731, 3.2553, 0.4235], [-0.7757, 1.4985, 0.3463], [-2.3496, 2.2910, 0.4370], [-1.4298, -0.0031, 4.7616], [-1.3888, 0.1371, 3.2210], [-0.0190, -0.0238, 2.7092], [0.8110, 1.0826, 3.2111], [0.7161, 1.1997, 4.7514], [-0.0063, -0.0231, 5.2436], [0.6889, -1.2614, 4.7503], [0.5288, -1.2930, 3.2117], [-1.8989, -0.9286, 5.0893], [-1.9355, 0.8302, 5.2442], [-1.7575, 1.1167, 2.9188], [-2.0305, -0.6177, 2.7683], [0.4827, 2.0150, 2.7536], [1.8420, 0.9046, 2.9074], [0.1436, 2.0672, 5.0733], [1.6918, 1.2312, 5.2310], [-0.0025, -0.0246, 6.2639], [0.2362, -2.1209, 5.2394], [1.7290, -1.1942, 5.0627], [-0.1403, -2.1001, 2.9155], [1.4981, -1.4744, 2.7492]], "total_charge": 3, "orbital_gap_ha": [0.3303, 0.3220], "s2": 1.17, "spin_multiplicity": 2}



5.
{"formula": "C47H46BCrF2GeN5OS", "method": "the ωB97M-V functional and the def2-TZVPD basis", "species": ["Cr", "C", "C", "N", "C", "C", "C", "C", "C", "C", "C", "C", "C", "N", "C", "H", "H", "H", "H", "H", "H", "H", "H", "F", "B", "F", "O", "S", "C", "C", "C", "C", "C", "C", "C", "C", "C", "C", "C", "C", "H", "H", "H", "H", "H", "H", "H", "H", "H", "H", "C", "N", "C", "C", "N", "N", "C", "C", "H", "H", "H", "H", "H", "H", "H", "H", "H", "H", "H", "H", "H", "C", "C", "C", "C", "C", "C", "Ge", "C", "C", "C", "C", "C", "C", "C", "C", "C", "C", "C", "C", "H", "H", "H", "H", "H", "H", "H", "H", "H", "H", "H", "H", "H", "H", "H"], "xyz": [[-0.2181, 0.4228, 0.1417], [3.0895, -1.0433, 2.9368], [2.2189, -0.8512, 1.8542], [1.3919, 0.1707, 1.7666], [1.4135, 1.0975, 2.7451], [2.2501, 1.0025, 3.8599], [3.0991, -0.1150, 3.9437], [2.1993, 2.0150, 4.8799], [1.3569, 3.0610, 4.7756], [0.4894, 3.1940, 3.6356], [-0.4069, 4.2627, 3.4820], [-1.2121, 4.3153, 2.3725], [-1.1119, 3.2891, 1.4265], [-0.2784, 2.2795, 1.5519], [0.5158, 2.2209, 2.6320], [3.7230, -1.9207, 2.9676], [2.1872, -1.5694, 1.0488], [3.7520, -0.2296, 4.8032], [2.8536, 1.9178, 5.7384], [1.3206, 3.8227, 5.5468], [-0.4509, 5.0352, 4.2424], [-1.9130, 5.1248, 2.2190], [-1.7299, 3.2905, 0.5341], [0.4075, -2.0843, -1.4872], [-0.7268, -1.5719, -0.9244], [-1.7229, -1.4041, -1.8376], [1.8055, 0.4214, -1.2605], [2.9125, -0.5283, -1.6328], [4.4135, 0.4288, -1.6290], [4.4139, 1.7185, -2.1466], [5.5887, 2.4485, -2.1207], [6.7460, 1.8892, -1.5864], [6.7322, 0.6046, -1.0681], [5.5546, -0.1350, -1.0817], [2.7447, -0.7874, -3.3966], [3.8060, -1.2916, -4.1386], [3.6230, -1.5427, -5.4881], [2.3917, -1.2964, -6.0832], [1.3391, -0.8022, -5.3295], [1.5079, -0.5480, -3.9742], [3.5009, 2.1346, -2.5589], [5.6076, 3.4551, -2.5222], [7.6657, 2.4635, -1.5722], [7.6352, 0.1771, -0.6482], [5.5237, -1.1384, -0.6688], [4.7713, -1.4735, -3.6740], [4.4443, -1.9294, -6.0788], [2.2551, -1.4974, -7.1385], [0.3747, -0.6245, -5.7892], [0.6824, -0.1880, -3.3684], [-3.6525, 3.5676, -1.8926], [-2.8237, 2.3722, -1.8428], [-3.3366, 1.2880, -1.0179], [-1.5117, 2.3793, -2.1734], [-0.6675, 1.5810, -1.5871], [-1.1264, 3.2778, -3.1518], [0.2891, 3.5306, -3.3467], [-1.9187, 3.4102, -4.3725], [-3.9837, 3.8235, -0.8803], [-4.5433, 3.4062, -2.5044], [-3.0909, 4.4060, -2.2970], [-4.4110, 1.2025, -1.1780], [-3.1614, 1.4896, 0.0425], [-2.8651, 0.3425, -1.2863], [0.2160, 1.5914, -2.0828], [0.7903, 2.7225, -3.8977], [0.7859, 3.6691, -2.3871], [0.3978, 4.4468, -3.9257], [-2.9187, 3.0092, -4.2253], [-1.4480, 2.8556, -5.1931], [-1.9975, 4.4595, -4.6661], [-5.2747, -4.7792, 0.4588], [-4.1984, -4.9265, -0.4063], [-3.0599, -4.1551, -0.2303], [-2.9758, -3.2303, 0.8121], [-4.0624, -3.0934, 1.6725], [-5.2054, -3.8642, 1.4979], [-1.2986, -2.2498, 1.0158], [0.0171, -3.5199, 1.7429], [-0.2394, -4.1228, 2.9775], [0.6360, -5.0522, 3.5188], [1.7836, -5.4098, 2.8235], [2.0419, -4.8443, 1.5844], [1.1638, -3.9094, 1.0470], [-1.6668, -0.8855, 2.3997], [-2.7927, -0.0676, 2.3004], [-3.1404, 0.8186, 3.3131], [-2.3752, 0.8796, 4.4676], [-1.2709, 0.0465, 4.6054], [-0.9222, -0.8217, 3.5820], [-6.1671, -5.3790, 0.3212], [-4.2486, -5.6424, -1.2186], [-2.2265, -4.2775, -0.9153], [-4.0192, -2.3918, 2.4950], [-6.0433, -3.7516, 2.1773], [-1.1422, -3.8632, 3.5250], [0.4179, -5.5080, 4.4790], [2.4646, -6.1431, 3.2408], [2.9237, -5.1432, 1.0269], [1.3727, -3.4942, 0.0694], [-3.4363, -0.1481, 1.4334], [-4.0196, 1.4432, 3.2097], [-2.6485, 1.5576, 5.2677], [-0.6799, 0.0781, 5.5152], [-0.0509, -1.4583, 3.7028]], "de_lowest_kj_mol": 320.6, "total_charge": 1, "orbital_gap_ha": [0.2234, 0.2972], "s2": 8.76, "spin_multiplicity": 6}



6.
{"formula": "C5H5NO", "method": "the ωB97M-V functional and the def2-TZVPD basis", "species": ["N", "C", "C", "C", "C", "C", "O", "H", "H", "H", "H", "H"], "xyz": [[0.4997, -1.8650, -1.4467], [0.6354, -0.6441, -1.5427], [0.5750, 0.5859, -1.1022], [0.7921, 0.7546, 0.3836], [-0.6156, 0.5471, 0.8373], [-1.1783, -0.6158, 1.1421], [-1.8166, -1.3614, 1.7878], [-0.3327, -1.8640, -0.7568], [0.1765, 1.3894, -1.6900], [1.4761, 0.0117, 0.8010], [1.1503, 1.7473, 0.6634], [-1.3162, 1.3637, 0.6593]], "de_lowest_kj_mol": 336.5, "total_charge": 0, "orbital_gap_ha": 0.3217, "smiles": "N=C=CCC=C=O"}



7.
{"formula": "C3H8N2OS", "method": "the ωB97M-V functional and the def2-TZVPD basis", "species": ["C", "C", "C", "N", "S", "N", "O", "H", "H", "H", "H", "H", "H", "H", "H"], "xyz": [[1.2557, 2.4145, -1.2508], [0.0749, 1.9721, -0.3703], [-0.0296, 0.4982, -0.0557], [-0.9958, -0.2295, -0.4969], [-1.3158, -1.8473, 0.1038], [1.0761, 0.0848, 0.5900], [1.0032, -1.0475, 1.3520], [0.9952, 3.2685, -1.9158], [2.1502, 2.7278, -0.6894], [1.5790, 1.5790, -1.8808], [0.1508, 2.4004, 0.6297], [-0.8944, 2.2594, -0.8214], [-2.5367, -1.7908, -0.3906], [1.5326, 0.8196, 1.1094], [1.6814, -1.6228, 0.8919]], "de_lowest_kj_mol": 326.6, "total_charge": 0, "orbital_gap_ha": 0.3219, "smiles": "CC/C(=N/S)NO"}



8.
{"formula": "C10H15Br2N4O2PtS", "method": "the ωB97M-V functional and the def2-TZVPD basis", "species": ["Pt", "Br", "C", "Br", "H", "H", "N", "N", "C", "O", "O", "H", "H", "H", "N", "C", "S", "N", "C", "C", "C", "C", "C", "C", "H", "H", "H", "H", "H", "H", "H", "H", "C", "H", "H"], "xyz": [[-2.9828, -0.1453, 0.3275], [-3.5629, -0.7228, 3.0549], [-5.2322, -1.3977, 2.3644], [-4.8889, -2.3856, 0.7467], [-5.8571, -0.5490, 2.1135], [-5.6822, -2.0557, 3.0982], [-2.8348, 2.0863, -0.6122], [-4.1056, 2.6558, -0.4965], [-5.1260, 1.9818, 0.1899], [-6.1595, 2.5677, 0.4272], [-4.8602, 0.7585, 0.5063], [-2.1224, 2.6649, -0.1828], [-2.5964, 1.9141, -1.5825], [-4.1960, 3.6575, -0.5412], [1.1045, -0.6960, 0.9476], [1.1351, -0.3222, -0.3341], [-0.3316, -0.0711, -1.2647], [2.2163, -0.6233, -1.0755], [3.5724, -0.3783, -0.7934], [4.0401, 0.0886, 0.4393], [5.3960, 0.2816, 0.6242], [6.2982, 0.0243, -0.3991], [5.8352, -0.4325, -1.6259], [4.4852, -0.6336, -1.8226], [0.3209, -0.4116, 1.5167], [1.5901, -1.5364, 1.2274], [2.0117, -0.8415, -2.0415], [3.3468, 0.3151, 1.2355], [5.7560, 0.6434, 1.5774], [7.3560, 0.1783, -0.2413], [6.5294, -0.6284, -2.4310], [4.1129, -0.9862, -2.7783], [-1.5358, -1.2664, -0.6387], [-2.0008, -1.7236, -1.5128], [-1.0316, -2.0106, -0.0226]], "de_lowest_kj_mol": 256.8, "total_charge": 1, "orbital_gap_ha": 0.2548}



| no. | electronic energy (eV) |
| --- | --- |
| 1 | -5718.483 |
| 2 | -122416.837 |
| 3 | -126858.178 |
| 4 | -70673.400 |
| 5 | -160866.752 |
| 6 | -8799.932 |
| 7 | -19101.117 |
| 8 | -174827.108 |